No. 1
ORCA calculation (wB97M-V/def2-TZVPD) on an isolated ion of composition C8H18ClN5 and charge +2 in a non-equilibrium geometry.

SMILES string: CCC(=[NH2+])/[NH+]=C(/Cl)N/C(N)=N/C(C)C
Spin multiplicity: 1
E_tot: -28544.556 eV
Charge: +2

Last column: natural (NBO) charge in e.
Positions of all 32 atoms, in Å:
C  -0.344  0.237  -3.031  -0.6319
C  0.022  -0.511  -1.755  -0.5352
C  1.405  -1.013  -1.697  0.6297
N  2.278  -0.722  -2.617  -0.6444
N  1.806  -1.758  -0.624  -0.5709
C  1.134  -2.372  0.395  0.5401
Cl  1.894  -3.838  0.905  0.2038
N  0.021  -2.050  1.025  -0.5024
C  -0.698  -0.859  1.432  0.5640
N  -1.872  -1.163  2.011  -0.8087
N  -0.157  0.272  1.249  -0.4789
C  -0.651  1.502  1.817  -0.0796
C  -1.711  2.119  0.893  -0.6121
C  0.525  2.452  2.007  -0.5990
H  -0.228  -0.393  -3.911  0.2331
H  0.239  1.146  -3.151  0.2301
H  -1.389  0.530  -2.986  0.2725
H  -0.668  -1.346  -1.605  0.2649
H  -0.108  0.140  -0.867  0.3223
H  3.250  -1.011  -2.594  0.4444
H  1.987  -0.163  -3.415  0.4657
H  2.769  -2.097  -0.683  0.4542
H  -0.302  -2.824  1.612  0.4525
H  -2.455  -0.413  2.349  0.4423
H  -2.167  -2.094  2.257  0.4188
H  -1.116  1.307  2.795  0.1921
H  -2.535  1.435  0.708  0.2030
H  -2.102  3.016  1.364  0.2508
H  -1.263  2.399  -0.057  0.2087
H  0.183  3.356  2.500  0.2387
H  0.962  2.723  1.051  0.2084
H  1.291  1.993  2.623  0.2230

Forces on the atoms, in the same order (eV/Å):
C 0.053 -0.143 0.033
C -0.393 0.344 -0.263
C -0.614 0.766 0.060
N -0.158 -0.169 0.330
N 0.905 -0.320 0.229
C -0.611 -0.388 0.569
Cl -0.436 0.818 -0.306
N 0.716 -1.205 -0.147
C 0.334 2.359 -0.276
N -0.420 -0.369 0.177
N 0.686 -1.841 -0.459
C -0.467 0.634 0.003
C 0.212 -0.156 0.330
C -0.232 -0.177 0.196
H -0.013 -0.040 -0.142
H 0.057 0.141 -0.012
H -0.030 0.027 0.018
H 0.077 -0.137 0.088
H 0.191 -0.230 -0.143
H 0.008 0.012 0.005
H -0.016 -0.087 0.106
H -0.247 -0.018 0.109
H 0.329 -0.032 -0.195
H 0.087 -0.001 -0.006
H -0.027 0.012 0.007
H 0.071 -0.042 -0.023
H -0.170 -0.050 -0.056
H -0.098 0.097 -0.042
H 0.054 0.054 -0.159
H 0.006 0.141 0.048
H 0.031 0.021 -0.181
H 0.120 -0.022 0.102



No. 2
ORCA calculation (wB97M-V/def2-TZVPD) on C8H18F24LiN4O25S8 as an isolated structure in a non-equilibrium geometry.

Spin multiplicity: 1
E_tot: -217841.163 eV
Charge: -3

Last column: Mulliken charge in e.
Positions of all 88 atoms, in Å:
Li  -10.826  -15.427  -4.078  0.7546
C  -11.540  -11.669  -4.366  0.5914
F  -10.471  -12.260  -4.908  -0.1534
F  -11.221  -11.148  -3.211  -0.2194
F  -11.875  -10.650  -5.128  -0.2268
S  -12.967  -12.903  -4.273  0.2696
O  -14.102  -12.171  -3.723  -0.5426
O  -13.021  -13.235  -5.716  -0.5701
N  -12.124  -14.183  -3.328  -0.0880
S  -12.577  -13.966  -1.890  0.8545
O  -11.767  -14.814  -0.998  -0.8000
O  -12.629  -12.531  -1.465  -0.6445
C  -14.393  -14.534  -1.932  0.6482
F  -14.557  -15.532  -1.086  -0.2384
F  -15.242  -13.546  -1.605  -0.2480
F  -14.726  -15.028  -3.100  -0.1802
C  -5.101  -17.692  -6.171  0.7120
F  -4.968  -17.134  -5.038  -0.2202
F  -3.928  -18.229  -6.500  -0.2467
F  -6.088  -18.546  -6.163  -0.2338
S  -5.585  -16.389  -7.504  0.9533
O  -4.775  -16.797  -8.672  -0.7036
O  -7.075  -16.430  -7.711  -0.5407
N  -5.003  -14.949  -6.764  -0.6463
S  -6.294  -14.047  -6.637  0.8683
O  -6.689  -13.630  -7.983  -0.5718
O  -7.288  -14.523  -5.656  -0.7004
C  -5.547  -12.523  -5.729  0.5104
F  -6.536  -11.726  -5.383  -0.1687
F  -4.970  -12.916  -4.618  -0.2140
F  -4.689  -12.008  -6.630  -0.2085
C  -9.692  -12.011  -8.311  0.4368
F  -10.021  -13.244  -7.777  -0.0420
F  -9.357  -10.999  -7.492  -0.1685
F  -8.778  -12.077  -9.307  -0.2462
S  -11.229  -11.324  -9.306  1.0935
O  -12.452  -11.340  -8.471  -0.5733
O  -10.746  -10.029  -9.721  -0.6939
N  -11.381  -12.362  -10.683  -0.4150
S  -12.093  -11.453  -11.794  0.9302
O  -13.168  -10.629  -11.342  -0.6077
O  -11.132  -10.750  -12.657  -0.6713
C  -13.022  -12.836  -12.920  0.6070
F  -14.216  -12.371  -13.257  -0.2343
F  -12.203  -13.058  -14.001  -0.2503
F  -13.197  -13.970  -12.351  -0.2160
C  -8.506  -19.205  -1.321  0.5620
F  -8.393  -19.969  -2.426  -0.2460
F  -7.457  -18.398  -1.150  -0.1987
F  -9.623  -18.509  -1.611  -0.1204
S  -8.684  -20.507  0.181  0.9828
O  -9.344  -21.704  -0.347  -0.5723
O  -7.262  -20.802  0.615  -0.7121
N  -9.417  -19.634  1.502  -0.4806
S  -10.921  -19.994  1.379  0.9711
O  -11.495  -19.479  0.112  -0.6974
O  -11.317  -21.364  1.674  -0.6140
C  -11.773  -18.965  2.812  0.5649
F  -11.510  -17.701  2.570  -0.1958
F  -13.069  -19.011  2.848  -0.2193
F  -11.331  -19.497  3.981  -0.2342
O  -8.929  -15.856  -3.705  0.4257
H  -8.609  -16.758  -3.667  -0.0375
H  -8.242  -15.377  -4.169  0.3491
O  -11.861  -17.128  -4.002  0.0714
H  -11.604  -17.897  -4.512  0.0969
H  -12.291  -17.487  -3.227  0.2221
O  -13.012  -18.131  -1.843  -0.4556
H  -13.593  -18.892  -1.848  0.2240
H  -12.252  -18.413  -1.335  0.2841
O  -9.157  -14.837  -0.870  -0.7304
H  -10.078  -14.579  -0.903  0.4410
H  -9.069  -15.500  -1.554  0.2824
O  -15.855  -17.707  -2.485  -0.6859
H  -14.916  -17.523  -2.436  0.3832
H  -16.273  -16.859  -2.335  0.3418
O  -10.532  -15.708  -6.152  -0.0444
H  -10.132  -15.290  -6.915  0.0825
H  -10.719  -16.601  -6.439  0.0843
O  -10.144  -18.955  -5.363  -0.4853
H  -9.411  -19.560  -5.247  0.2131
H  -10.630  -19.308  -6.108  0.2423
O  -13.945  -14.064  -8.136  -0.6399
H  -13.375  -13.876  -8.882  0.3852
H  -13.437  -13.792  -7.371  0.5242
O  -14.097  -15.938  -5.827  -0.6136
H  -13.791  -15.376  -5.115  0.2410
H  -14.233  -16.792  -5.417  0.2634

Forces on the atoms, in the same order (eV/Å):
Li 0.328 -0.631 -0.709
C 0.155 -0.013 -0.097
F -0.200 -0.263 0.231
F 0.463 -0.104 1.073
F -0.673 0.120 -0.835
S 1.256 1.379 -3.234
O 1.302 -1.785 -0.227
O 0.092 -0.401 3.538
N -1.721 2.139 -3.621
S 0.908 3.218 5.146
O -2.283 0.320 -1.407
O -0.326 -3.461 -0.713
C 0.204 0.534 1.190
F -0.039 -0.357 1.148
F 0.437 -0.482 -0.093
F -0.242 0.174 -1.305
C -0.128 1.747 -2.992
F 0.026 0.883 2.729
F -0.097 -0.765 -0.137
F -0.381 -1.528 0.263
S -0.499 0.641 -1.826
O -0.963 0.783 2.031
O 3.599 -0.303 0.965
N -0.842 -3.042 -0.903
S -1.112 1.016 -0.058
O -0.407 0.348 1.980
O 0.773 0.815 -1.030
C -1.058 -2.583 -1.923
F 0.076 0.943 -0.466
F 1.081 0.143 0.395
F -0.144 0.763 1.190
C -1.923 0.350 -2.932
F 1.444 2.367 -0.191
F -0.086 -2.002 0.205
F -0.193 -0.737 1.733
S -2.358 -0.388 -0.075
O 2.598 -0.479 -1.019
O 0.259 -0.173 0.388
N -0.221 1.394 1.790
S 1.528 0.093 -1.448
O -1.077 0.144 0.248
O -1.155 -1.410 0.304
C 2.551 2.283 0.307
F 0.009 0.275 -0.803
F -1.150 0.316 0.165
F -0.217 -1.909 1.167
C -1.360 -0.781 -0.148
F 1.227 -0.119 0.334
F -0.867 -0.661 -0.235
F 0.797 0.412 1.101
S 3.725 -1.259 2.020
O 0.151 2.347 0.371
O -3.486 1.606 -1.258
N 1.865 -1.482 -2.144
S -4.088 -0.558 -1.141
O 0.246 -0.293 1.626
O 0.334 1.027 0.371
C 1.679 -1.209 -1.392
F 1.193 0.836 0.931
F -1.614 -1.050 -0.248
F 0.167 1.147 -0.345
O -0.380 -0.205 0.697
H -0.111 -0.299 -0.086
H 0.434 0.552 -0.615
O 0.308 0.687 -0.653
H 0.458 -0.170 -0.097
H -0.475 -0.254 0.812
O -0.508 0.284 -0.444
H -0.076 -0.359 0.127
H 0.509 -0.206 0.789
O 0.973 0.148 0.368
H -0.284 -0.042 0.103
H 0.061 -0.045 -0.292
O -0.386 -0.499 -0.166
H 0.317 0.255 0.121
H -0.030 0.142 -0.001
O -0.224 0.035 0.318
H 0.262 0.351 -0.095
H -0.066 -0.172 0.027
O -0.256 0.127 -0.037
H 0.277 -0.094 0.174
H -0.080 -0.137 -0.313
O -0.361 -0.436 -0.527
H 0.122 0.296 -0.222
H 0.007 0.060 0.155
O -0.315 -0.222 -0.325
H 0.223 0.043 -0.016
H 0.032 -0.177 0.213



No. 3
ORCA calculation (wB97M-V/def2-TZVPD) on C8H18FINbO3 as an isolated structure in a non-equilibrium geometry.

Spin multiplicity: 1
E_tot: -27092.949 eV
Charge: -1

Last column: natural (NBO) charge in e.
Positions of all 32 atoms, in Å:
C  -1.530  -0.573  1.834  -0.6074
C  -0.059  -0.498  1.431  -0.4619
C  0.606  0.816  1.866  -0.7447
I  2.762  0.453  1.723  -0.0037
Nb  0.031  2.638  0.551  1.8137
C  -0.773  4.215  -0.886  -0.2350
C  -1.948  3.685  -1.717  -0.6535
F  -1.143  5.440  -0.282  -0.4037
H  -1.810  -1.601  2.042  0.1941
H  -1.750  0.028  2.709  0.2009
H  -2.146  -0.226  1.015  0.2190
H  0.001  -0.565  0.351  0.2209
H  0.489  -1.357  1.814  0.1699
H  0.375  1.044  2.901  0.2046
H  1.777  3.174  0.373  -0.3916
H  0.173  1.535  -0.923  -0.4639
H  -1.705  2.262  0.994  -0.4218
H  0.068  3.779  1.999  -0.4071
H  0.019  4.452  -1.601  0.1620
H  -1.527  3.142  -2.557  0.2076
H  -2.544  2.971  -1.164  0.2070
H  -2.573  4.503  -2.065  0.1947
C  1.609  -4.820  -1.371  -0.0988
C  2.151  -3.639  -0.592  -0.0975
O  1.177  -2.631  -0.851  -0.4736
C  0.008  -3.230  -1.180  0.9671
O  -1.037  -2.686  -1.290  -0.5594
O  0.203  -4.567  -1.369  -0.5028
H  1.818  -5.780  -0.905  0.1942
H  1.962  -4.835  -2.404  0.1777
H  2.187  -3.823  0.483  0.1885
H  3.129  -3.308  -0.931  0.2046

Forces on the atoms, in the same order (eV/Å):
C 0.151 -0.157 -0.121
C 0.127 0.162 0.130
C -0.827 -0.349 -1.193
I -0.261 0.211 0.144
Nb 0.792 -0.246 -0.057
C -0.733 -0.982 -0.428
C 0.473 0.014 0.235
F -0.005 -0.012 0.138
H -0.092 -0.197 0.050
H -0.049 0.127 0.180
H -0.295 0.207 -0.068
H 0.120 -0.141 -0.174
H 0.029 -0.211 0.269
H 0.323 -0.037 0.326
H -0.059 0.623 0.484
H 0.459 0.018 -0.424
H -0.206 0.503 0.775
H 0.359 0.117 -0.022
H 0.283 0.205 0.110
H -0.043 -0.051 -0.312
H -0.380 0.013 0.155
H -0.142 0.165 -0.186
C 0.029 -0.051 -0.034
C 0.145 0.036 0.098
O -0.134 -0.078 -0.125
C 0.149 0.017 0.073
O -0.065 -0.001 -0.031
O 0.045 -0.041 0.002
H -0.129 -0.012 0.030
H 0.007 0.026 0.006
H -0.016 -0.011 -0.004
H -0.055 0.131 -0.028



No. 4
ORCA calculation (wB97M-V/def2-TZVPD) on a 2-piece molecular cluster, C8H18N2Si overall in a non-equilibrium geometry.

Spin multiplicity: 1
E_tot: -19441.182 eV
Charge: 0

Last column: natural (NBO) charge in e.
Positions of all 29 atoms, in Å:
C  2.752  -2.687  -1.735  -0.3326
C  2.742  -1.476  -1.172  -0.7172
C  -1.293  -0.505  1.537  -0.1373
C  -0.546  0.556  1.489  0.1184
C  -0.677  -1.864  1.530  -0.6316
C  -2.846  -0.471  1.842  -0.6297
C  -1.158  2.450  0.069  -0.6108
C  -0.862  1.997  1.401  -0.5280
N  0.690  0.004  -2.932  -1.2948
N  2.080  1.406  -1.050  -1.3111
Si  1.455  -0.185  -1.395  1.5621
H  3.472  -3.442  -1.643  0.1911
H  1.873  -3.043  -2.124  0.1666
H  3.799  -1.110  -0.919  0.2336
H  -0.164  -2.076  2.470  0.2207
H  0.059  -1.980  0.683  0.2202
H  -1.406  -2.676  1.337  0.2001
H  -3.148  -0.007  0.967  0.2191
H  -3.244  -1.385  2.084  0.2122
H  -2.951  0.187  2.772  0.2085
H  -0.241  2.196  -0.543  0.2275
H  -2.028  2.114  -0.433  0.2029
H  -1.466  3.579  0.076  0.2043
H  -0.005  2.561  1.665  0.2152
H  -1.575  2.154  2.281  0.2182
H  -0.147  0.506  -2.760  0.3898
H  0.560  -0.708  -3.663  0.4017
H  2.296  2.182  -1.681  0.3993
H  1.978  1.724  -0.152  0.3816

Forces on the atoms, in the same order (eV/Å):
C -0.389 1.175 1.412
C 2.968 0.351 -1.300
C -0.893 -1.377 1.315
C -0.036 0.511 -1.017
C 0.572 -1.420 -1.425
C 3.678 2.910 2.195
C -0.396 3.181 -2.505
C -0.269 -1.430 3.426
N 0.710 -1.279 -0.585
N 0.283 -0.667 -2.366
Si 0.008 1.239 0.708
H 1.545 -0.528 0.030
H -2.228 -0.926 -1.130
H -1.709 -0.315 0.446
H -0.015 -0.055 -0.054
H -0.435 0.305 0.958
H 0.131 0.469 0.313
H -1.831 0.818 -1.402
H -0.886 -2.199 0.051
H -0.278 -0.596 -1.458
H -1.213 0.816 0.253
H -0.865 -1.351 -0.320
H 1.386 -1.551 -0.075
H 1.069 0.575 0.805
H 0.271 0.271 -1.358
H -0.950 0.537 -0.323
H 0.132 0.503 0.796
H -0.235 -0.816 0.091
H -0.122 0.848 2.520



No. 5
ORCA calculation (wB97M-V/def2-TZVPD) on one molecule with the formula C8H18N3P in a non-equilibrium geometry.

Spin multiplicity: 1
E_tot: -22342.263 eV
Charge: 0

Last column: natural (NBO) charge in e.
Positions of all 30 atoms, in Å:
C  1.836  1.171  0.190  0.1423
C  -0.090  -0.500  -1.459  -0.6231
C  -2.811  -0.376  -1.024  -0.6151
C  -1.971  -1.380  1.071  -0.6378
C  -2.617  1.110  1.150  -0.6097
C  0.621  0.483  0.735  -0.4692
C  -0.524  0.378  -0.270  -0.2069
C  -1.903  -0.086  0.300  0.0100
N  2.866  0.473  0.092  -0.3301
N  3.926  1.174  -0.246  -0.1643
N  4.905  0.323  -0.320  -0.5607
P  4.789  -1.238  0.229  0.3896
H  2.028  2.252  0.011  0.1891
H  1.010  -0.455  -1.493  0.2197
H  -0.492  -1.576  -1.373  0.2012
H  -0.412  -0.106  -2.387  0.2097
H  -2.262  -1.068  -1.588  0.2121
H  -3.128  0.546  -1.490  0.2050
H  -3.797  -0.676  -0.593  0.2053
H  -1.136  -1.694  1.588  0.2102
H  -2.775  -1.548  1.680  0.2146
H  -2.136  -2.186  0.375  0.2051
H  -1.877  1.824  1.429  0.2040
H  -3.092  0.619  1.941  0.2053
H  -3.479  1.532  0.577  0.2058
H  0.266  1.135  1.491  0.2232
H  0.950  -0.525  1.047  0.2370
H  -0.772  1.357  -0.823  0.2079
H  5.802  0.551  -0.707  0.4204
H  6.274  -1.514  -0.133  -0.1008

Forces on the atoms, in the same order (eV/Å):
C -1.385 0.944 0.803
C 0.684 -1.651 1.138
C -1.117 1.643 3.783
C 0.782 -0.449 -2.546
C 0.113 -1.664 -2.871
C -0.160 0.482 -1.390
C -1.149 0.246 -1.589
C -1.865 1.881 -1.292
N 0.543 -1.450 0.356
N 2.067 1.238 -1.551
N 0.297 -0.740 0.378
P 1.782 -1.777 -0.143
H -1.033 -0.452 0.099
H -0.360 -0.615 -0.133
H 1.142 1.442 -0.077
H -0.577 0.298 -0.944
H -0.312 -0.877 -1.081
H 0.713 0.377 -0.735
H 0.738 -0.728 -0.549
H 2.167 -0.191 1.373
H -2.280 0.501 1.819
H 0.250 -0.504 -0.663
H 0.157 0.746 0.439
H -0.397 -0.321 1.760
H 1.031 0.130 0.153
H -0.289 0.161 1.501
H -0.356 0.594 0.228
H 0.558 -0.795 1.458
H -0.009 1.084 -0.083
H -1.734 0.448 0.359



No. 6
ORCA calculation (wB97M-V/def2-TZVPD) on a 2-piece molecular cluster, C8H18N3S2 overall in a non-equilibrium geometry.

Spin multiplicity: 1
E_tot: -34717.563 eV
Charge: +1

Last column: natural (NBO) charge in e.
Positions of all 31 atoms, in Å:
C  0.696  -0.325  0.470  0.6652
C  -3.299  1.398  0.644  -0.3334
C  3.195  -0.409  0.839  -0.4168
C  2.230  1.322  -0.445  -0.3981
C  1.228  -1.998  -1.279  -0.4109
C  -0.653  -2.425  0.046  -0.4175
C  -0.541  1.253  1.873  -0.4275
C  -3.718  1.525  -1.850  -0.7391
N  1.953  0.281  0.487  -0.4835
N  0.576  -1.645  -0.050  -0.4158
N  -0.442  0.251  0.859  -0.6469
S  -3.969  1.521  2.031  0.5651
S  -2.406  1.053  -0.630  0.6661
H  3.137  -0.869  1.799  0.2190
H  3.763  -1.104  0.132  0.1978
H  3.847  0.447  0.972  0.2112
H  2.973  0.825  -1.210  0.1848
H  1.274  1.670  -0.867  0.2056
H  2.734  2.219  -0.116  0.2101
H  1.873  -2.766  -1.040  0.2017
H  0.594  -2.464  -1.993  0.2029
H  1.760  -1.257  -1.711  0.2025
H  -1.114  -2.133  1.044  0.2227
H  -1.438  -2.406  -0.689  0.1922
H  -0.279  -3.437  0.166  0.2113
H  0.410  1.475  2.518  0.2167
H  -1.360  1.005  2.661  0.1710
H  -0.957  2.209  1.446  0.1769
H  -4.026  2.510  -1.565  0.2403
H  -4.657  0.778  -1.663  0.2565
H  -3.383  1.496  -2.881  0.2698

Forces on the atoms, in the same order (eV/Å):
C -2.437 -0.620 -0.259
C -0.979 -0.293 2.955
C 0.778 0.173 -0.319
C 0.378 -0.414 -2.520
C -0.605 -1.284 1.167
C 0.251 0.342 4.014
C 0.385 1.208 2.037
C -2.862 -1.804 1.048
N -0.170 -1.393 0.859
N -1.026 2.449 -0.323
N 1.690 -1.209 0.011
S 0.723 0.041 -2.168
S 0.180 -0.189 -1.555
H -0.285 -0.557 0.584
H -1.379 0.755 0.280
H 0.587 -0.120 0.189
H -1.608 1.314 0.617
H 0.485 -0.245 -0.383
H 0.231 0.043 0.888
H 1.968 -1.807 0.304
H -1.117 0.125 -0.658
H 1.608 2.609 -1.317
H 0.331 -0.530 -1.250
H 0.101 0.584 -0.886
H -0.402 -0.410 -0.173
H -1.455 -0.284 -1.458
H 1.341 -0.130 -1.157
H 0.787 -0.472 0.327
H -0.252 0.560 -0.248
H 2.379 1.781 -0.741
H 0.374 -0.225 0.134



Q: Look up the charge of the second one.
A: -3